Version one
Density functional theory data (ωB97M-V/def2-TZVPD) for C4H6N2O in the gas phase.

Last columns: bonded neighbours and bond lengths (Å).
Geometry (Å):
1 O 0.480 -2.194 0.275  C6 1.380, H8 0.969
2 N -0.374 1.093 -0.597  C4 1.370, C7 1.369, H12 1.007
3 N 1.924 0.731 -0.128  C4 1.425, H9 1.015, H13 1.024
4 C 0.614 0.194 -0.294  N2 1.370, N3 1.425, C6 1.390
5 C -1.349 -0.536 0.567  C6 1.409, C7 1.375, H11 1.082
6 C -0.028 -0.911 0.253  O1 1.380, C4 1.390, C5 1.409
7 C -1.561 0.666 -0.066  N2 1.369, C5 1.375, H10 1.075
8 H 0.606 -2.371 -0.669  O1 0.969
9 H 2.584 0.005 0.133  N3 1.015
10 H -2.512 1.055 -0.383  C7 1.075
11 H -2.031 -1.039 1.241  C5 1.082
12 H -0.199 1.980 -1.039  N2 1.007
13 H 1.846 1.317 0.707  N3 1.024

Calculated values
**SMILES**: Nc1[nH]ccc1O
**2S+1**: 1
**E_LUMO**: 0.029 Eh

Version two
Density functional theory data (ωB97M-V/def2-TZVPD) for C4H6N2O in the gas phase.

Last columns: bonded neighbours and bond lengths (Å).
Geometry (Å):
1 O 1.152 -1.318 0.593  C4 1.341, H9 0.982
2 N 0.533 0.767 -0.145  C4 1.340, C6 1.351, H8 1.014
3 N -2.669 0.810 0.525  C7 1.138
4 C 0.210 -0.515 0.077  O1 1.341, N2 1.340, C5 1.503
5 C -1.114 -1.053 -0.388  C4 1.503, C7 1.462, H11 1.215, H13 1.166
6 C 1.632 1.516 0.088  N2 1.351, H10 1.106, H12 1.061
7 C -1.941 -0.010 0.217  N3 1.138, C5 1.462
8 H -0.247 1.360 -0.405  N2 1.014
9 H 1.107 -2.251 0.291  O1 0.982
10 H 1.387 2.582 0.250  C6 1.106
11 H -1.117 -1.018 -1.602  C5 1.215
12 H 2.517 1.267 0.618  C6 1.061
13 H -1.450 -2.136 -0.120  C5 1.166

Calculated values
**2S+1**: 1
**E_LUMO (spin up / spin down)**: 0.008 / 0.009 Eh

Stability, lowest: version two

Version one
Density functional theory data (ωB97M-V/def2-TZVPD) for C4H6N2O in the gas phase.

Last columns: bonded neighbours and bond lengths (Å).
Geometry (Å):
1 O 0.601 -0.395 1.213  C5 1.417, C7 1.363
2 N -1.264 0.749 -2.469  C6 1.157
3 N 2.230 -0.534 -0.403  C7 1.258, H13 1.019
4 C -1.428 0.399 0.124  C5 1.546, C6 1.466, H9 1.094, H10 1.096
5 C -0.133 0.771 0.882  O1 1.417, C4 1.546, H11 1.092, H12 1.095
6 C -1.335 0.579 -1.328  N2 1.157, C4 1.466
7 C 1.239 -1.031 0.191  O1 1.363, N3 1.258, H8 1.095
8 H 0.795 -2.011 -0.012  C7 1.095
9 H -2.275 0.991 0.484  C4 1.094
10 H -1.661 -0.649 0.341  C4 1.096
11 H -0.392 1.228 1.839  C5 1.092
12 H 0.480 1.473 0.306  C5 1.095
13 H 2.553 -1.192 -1.111  N3 1.019

Calculated values
**SMILES**: [H]/N=C/OCCC#N
**2S+1**: 1
**E_LUMO**: 0.025 Eh

Version two
Density functional theory data (ωB97M-V/def2-TZVPD) for 2 unconnected molecules or ions with the total composition C4H6N2O.

Last columns: bonded neighbours and bond lengths (Å).
Geometry (Å):
1 O -1.141 -0.846 -0.905  C7 1.368, H13 0.966
2 N 3.133 0.025 0.048  C5 1.162
3 N 1.594 -1.797 -0.462  C5 1.362, H8 1.015, H9 1.011
4 C -0.825 1.055 0.479  C6 1.304, C7 1.332
5 C 2.204 -0.673 0.006  N2 1.162, N3 1.362
6 C -1.296 2.266 0.582  C4 1.304, H10 1.081, H11 1.081
7 C -1.042 -0.251 0.323  O1 1.368, C4 1.332, H12 1.080
8 H 0.750 -1.600 -0.992  N3 1.015
9 H 1.750 -2.652 0.053  N3 1.011
10 H -0.666 3.120 0.786  C6 1.081
11 H -2.353 2.487 0.538  C6 1.081
12 H -1.059 -0.949 1.147  C7 1.080
13 H -1.048 -0.186 -1.603  O1 0.966

Calculated values
**SMILES**: C=C=CO.N#CN
**2S+1**: 1
**E_LUMO**: 0.015 Eh

Version three
Density functional theory data (ωB97M-V/def2-TZVPD) for C4H6N2O in the gas phase.

Last columns: bonded neighbours and bond lengths (Å).
Geometry (Å):
1 O -0.339 0.898 -0.817  C5 1.312, C6 1.432
2 N -1.351 0.089 1.801  C4 1.267, H9 1.013
3 N -0.453 -1.421 0.347  C4 1.416, C5 1.463, C7 1.533
4 C -1.008 -1.116 1.613  N2 1.267, N3 1.416, H10 1.098
5 C 0.094 -0.192 -0.229  O1 1.312, N3 1.463, C7 1.283
6 C 0.609 1.413 -1.759  O1 1.432, H8 1.094, H12 1.096, H13 1.090
7 C 1.009 -1.031 0.098  N3 1.533, C5 1.283, H11 1.071
8 H 0.752 0.676 -2.554  C6 1.094
9 H -1.807 0.246 2.691  N2 1.013
10 H -1.182 -1.956 2.298  C4 1.098
11 H 1.925 -1.565 -0.053  C7 1.071
12 H 1.567 1.626 -1.272  C6 1.096
13 H 0.186 2.332 -2.165  C6 1.090

Calculated values
**SMILES**: [H]/N=C/N1C=C1OC
**2S+1**: 1
**E_LUMO**: 0.036 Eh

Stability, lowest: version three

Version one
Density functional theory data (ωB97M-V/def2-TZVPD) for 2 unconnected molecules or ions with the total composition C3H2N2O.

Last columns: bonded neighbours and bond lengths (Å).
Geometry (Å):
1 O 1.063 -1.088 -1.991  C4 1.195
2 N 1.086 -0.285 0.245  C4 1.322, C6 1.403, H7 1.035
3 N -2.642 0.135 1.366  C5 1.134
4 C 0.782 -0.433 -1.032  O1 1.195, N2 1.322, C6 1.480
5 C -1.745 0.095 0.674  N3 1.134
6 C 0.069 0.568 -0.208  N2 1.403, C4 1.480, H8 1.139
7 H 1.625 -0.653 1.049  N2 1.035
8 H -0.237 1.660 -0.102  C6 1.139

Calculated values
**2S+1**: 1
**E_LUMO**: -0.015 Eh

Version two
Density functional theory data (ωB97M-V/def2-TZVPD) for C3H2N2O in the gas phase.

Last columns: bonded neighbours and bond lengths (Å).
Geometry (Å):
1 O -2.383 -0.923 0.200  C6 1.219
2 N 1.775 -1.034 -0.470  N3 1.118
3 N 1.614 -0.154 0.200  N2 1.118, C5 1.369
4 C -0.345 0.346 0.162  C5 1.260, C6 1.358
5 C 0.739 0.824 0.592  N3 1.369, C4 1.260, H8 1.137
6 C -1.358 -0.453 -0.263  O1 1.219, C4 1.358, H7 1.178
7 H -1.130 -0.435 -1.418  C6 1.178
8 H 1.087 1.828 0.996  C5 1.137

Calculated values
**2S+1**: 1
**E_LUMO (spin up / spin down)**: -0.041 / -0.041 Eh

Version three
Density functional theory data (ωB97M-V/def2-TZVPD) for C3H2N2O in the gas phase.

Last columns: bonded neighbours and bond lengths (Å).
Geometry (Å):
1 O -2.195 -0.002 -0.028  C5 1.190
2 N 1.421 0.016 0.050  N3 1.286, C4 1.289, C6 1.589
3 N 1.291 0.346 -1.186  N2 1.286, C6 1.275
4 C 0.381 -0.319 0.734  N2 1.289, C5 1.732, C6 1.862, H8 0.957
5 C -1.143 0.409 0.349  O1 1.190, C4 1.732, H7 1.061
6 C 0.559 -0.693 -1.082  N2 1.589, N3 1.275, C4 1.862
7 H -0.778 1.133 -0.334  C5 1.061
8 H 0.465 -0.890 1.497  C4 0.957

Calculated values
**SMILES**: O=C[C@H]1C2=NN21
**2S+1**: 1
**E_LUMO**: -0.033 Eh

Stability, lowest: version three